Entry from OMol25: C14H28BCl16GaN3O2 as an isolated structure in a non-equilibrium geometry (wB97M-V/def2-TZVPD).

Last column: Löwdin charge in e.
Positions of all 65 atoms, in Å:
C  -4.010  -0.437  1.038  -0.11
C  -2.576  0.040  0.600  -0.42
O  -1.787  0.047  1.746  -0.28
Ga  0.042  -0.307  1.389  0.49
C  0.903  -0.728  3.245  -0.26
C  2.308  -1.377  3.041  -0.30
C  3.068  -1.472  4.401  -0.22
C  3.902  -0.177  4.711  -0.27
N  3.391  1.044  4.035  -0.01
C  1.072  1.366  0.700  -0.25
N  0.920  1.589  -0.785  -0.19
C  2.271  1.769  -1.361  -0.19
B  0.397  -1.992  0.205  -0.50
O  -0.330  -3.201  0.530  0.02
N  1.334  -2.057  -0.965  -0.14
C  1.642  -3.491  -1.242  -0.18
C  0.653  -1.579  -2.197  -0.11
H  -4.456  0.326  1.699  0.07
H  -4.650  -0.699  0.182  0.01
H  -3.824  -1.317  1.681  0.07
H  -2.246  -0.677  -0.182  0.09
H  -2.686  1.034  0.117  0.08
H  0.203  -1.372  3.818  0.04
H  0.946  0.236  3.785  0.03
H  2.848  -0.773  2.293  0.09
H  2.118  -2.396  2.648  0.09
H  3.789  -2.313  4.309  0.09
H  2.393  -1.650  5.253  0.09
H  3.991  -0.030  5.799  0.09
H  4.925  -0.362  4.318  0.09
H  3.316  1.757  4.746  0.06
H  4.045  1.328  3.323  0.06
H  2.142  1.114  0.876  0.03
H  0.843  2.286  1.280  0.04
H  0.488  2.500  -0.888  -0.03
H  2.202  2.250  -2.360  0.07
H  2.804  0.805  -1.430  0.07
H  2.894  2.448  -0.733  0.06
H  -0.231  -3.268  1.479  0.06
H  2.392  -3.524  -2.064  0.07
H  2.050  -4.005  -0.369  0.04
H  0.738  -3.985  -1.653  0.06
H  1.153  -2.023  -3.083  0.08
H  -0.381  -1.979  -2.202  0.09
H  0.709  -0.489  -2.320  0.06
C  -2.102  5.126  -0.938  -2.02
Cl  -2.354  6.555  -1.960  0.47
Cl  -2.635  5.479  0.714  0.52
Cl  -3.033  3.766  -1.582  0.54
Cl  -0.382  4.708  -0.926  0.57
C  -1.698  8.327  -5.872  -2.04
Cl  -1.578  9.885  -6.709  0.51
Cl  -2.266  7.090  -7.005  0.52
Cl  -0.107  7.868  -5.245  0.52
Cl  -2.843  8.465  -4.528  0.49
C  3.103  -7.225  -1.935  -2.03
Cl  1.595  -6.579  -2.608  0.55
Cl  2.973  -8.989  -1.792  0.50
Cl  4.449  -6.823  -3.017  0.51
Cl  3.408  -6.536  -0.336  0.55
C  -7.648  -1.075  -1.133  -2.05
Cl  -9.335  -1.103  -1.682  0.50
Cl  -7.586  -1.405  0.604  0.53
Cl  -6.725  -2.312  -2.002  0.52
Cl  -6.950  0.519  -1.459  0.52

Atomic forces in eV per Å
C 1.0 0.1 0.3
C -1.5 -0.5 0.5
O 0.2 0.1 -0.8
Ga 0.9 0.7 0.9
C -0.5 0.3 -0.6
C -1.5 0.4 1.3
C 0.8 0.3 -0.7
C 0.3 -0.6 -0.9
N 0.1 -0.6 1.0
C -0.3 -0.7 0.1
N 1.2 0.6 0.3
C -0.2 0.5 -0.2
B -0.6 -0.2 -0.6
O 1.7 0.6 -0.5
N -0.9 -1.6 0.0
C 0.2 0.7 -1.0
C 0.3 -0.1 -0.1
H -0.1 -0.2 -0.4
H 0.1 0.2 0.3
H -0.3 0.2 -0.4
H 0.2 0.2 0.2
H 0.3 -0.1 0.1
H 0.5 0.0 -0.2
H 0.3 -0.5 -0.1
H 0.1 -0.4 0.3
H 0.4 0.4 0.0
H -0.3 0.3 0.5
H 0.0 -0.2 -0.5
H -0.1 0.0 -0.3
H -0.4 0.0 0.4
H 0.0 0.4 -0.4
H -0.1 0.3 0.0
H -0.5 0.2 0.1
H 0.2 -0.3 -0.3
H -0.2 -0.4 -0.1
H 0.0 -0.5 0.3
H -0.3 0.3 -0.1
H -0.1 -0.3 -0.2
H -0.7 0.0 0.5
H -0.2 0.0 0.5
H -0.3 0.1 -0.1
H 0.4 -0.2 0.5
H -0.1 0.2 0.4
H 0.2 0.5 -0.3
H -0.4 -0.3 0.4
C 0.0 -0.2 0.1
Cl 0.1 -0.2 0.1
Cl 0.0 0.0 -0.1
Cl 0.1 0.2 0.1
Cl -0.2 0.3 0.0
C 0.1 -0.1 0.0
Cl 0.0 -0.1 0.1
Cl 0.0 0.1 0.1
Cl -0.2 0.0 -0.1
Cl 0.0 0.1 -0.2
C -0.1 0.1 0.0
Cl 0.3 -0.2 0.1
Cl 0.0 0.0 0.0
Cl -0.1 0.0 0.1
Cl 0.0 -0.1 -0.2
C 0.1 0.0 0.1
Cl 0.1 0.0 0.0
Cl 0.0 0.0 -0.2
Cl -0.1 0.1 0.1
Cl -0.1 -0.2 0.0

Results
HOMO level, eV: -3.81
Charge: -1
Largest force on an atom, eV Å⁻¹: 2.1

Entry from OMol25: an isolated molecule of C11H18S in a non-equilibrium geometry (wB97M-V/def2-TZVPD).

Last column: Löwdin charge in e.
Positions of all 30 atoms, in Å:
C  0.266  0.323  1.592  -0.05
C  -0.062  0.378  0.147  -0.28
C  0.083  1.334  -0.786  -0.09
C  1.121  2.369  -0.706  -0.09
C  2.364  2.099  -0.355  -0.11
C  2.757  0.770  0.132  -0.19
C  2.262  -0.405  -0.331  -0.66
S  2.497  -1.960  0.197  0.82
C  -1.242  -0.586  -0.206  -0.46
C  -1.220  -1.092  -1.577  -0.09
C  -2.686  0.234  0.009  -0.01
C  -1.528  -1.896  0.671  -0.07
H  -0.618  0.073  2.209  0.10
H  0.793  1.254  1.896  0.10
H  1.114  -0.362  1.849  0.06
H  -0.610  1.353  -1.566  0.09
H  0.718  3.349  -0.970  0.11
H  2.979  2.965  -0.245  0.09
H  3.543  0.747  0.938  0.12
H  1.708  -0.391  -1.288  0.09
H  3.080  -1.638  1.394  -0.08
H  -2.036  -1.631  -1.829  0.06
H  -0.378  -1.647  -1.772  0.06
H  -1.115  -0.232  -2.241  0.08
H  -2.998  0.596  -0.976  0.07
H  -3.426  -0.459  0.542  0.09
H  -2.594  1.149  0.551  0.05
H  -0.634  -2.553  0.805  0.08
H  -2.304  -2.495  0.263  0.06
H  -1.833  -1.648  1.653  0.05

Atomic forces in eV per Å
C 2.3 0.6 0.8
C -4.2 -0.5 -0.3
C 1.3 -0.2 2.4
C -1.9 0.0 -0.6
C -0.2 0.0 0.5
C 1.4 -1.1 0.2
C 1.4 2.9 -2.1
S 0.7 -1.9 1.4
C -2.9 -0.2 2.7
C 1.3 3.4 -0.9
C 0.9 -1.7 -0.3
C 2.8 0.8 0.0
H 0.5 0.4 -0.4
H -1.0 -0.1 0.0
H -1.1 -0.2 -0.3
H -0.5 0.1 -1.3
H 0.8 0.1 0.0
H 0.9 0.1 0.0
H -1.1 0.0 -0.6
H 0.3 -0.1 0.8
H -0.2 -0.3 -0.5
H -2.8 -1.7 -0.8
H 2.2 -1.7 -0.3
H -0.4 -0.3 -0.4
H -0.4 -0.5 0.0
H 0.8 1.2 -1.1
H 0.4 0.4 0.9
H -0.4 0.5 -0.3
H -0.7 -0.3 -0.7
H -0.3 0.4 1.2

Results
HOMO level, eV: -7.23
Largest force on an atom, eV Å⁻¹: 4.2

Entry from OMol25: C3H10N2Si as an isolated structure in a non-equilibrium geometry (wB97M-V/def2-TZVPD).

Last column: Löwdin charge in e.
Positions of all 16 atoms, in Å:
C  0.759  0.649  -1.503  -0.35
C  1.270  -0.729  -1.122  -0.27
C  -1.690  0.598  1.569  -0.18
N  0.193  1.378  -0.439  0.04
N  -0.722  0.173  0.595  -0.28
Si  0.106  -1.330  0.355  0.57
H  1.541  1.199  -1.861  0.09
H  0.003  0.774  -2.204  0.09
H  1.255  -1.515  -1.825  0.02
H  2.370  -0.788  -0.756  0.09
H  -1.131  1.350  2.220  0.08
H  -2.498  1.127  1.038  0.08
H  -2.004  -0.096  2.293  0.05
H  0.791  1.530  0.370  0.07
H  -0.848  -2.196  -0.414  -0.06
H  0.606  -2.124  1.684  -0.04

Atomic forces in eV per Å
C -0.4 -1.8 1.6
C 1.4 -0.9 3.0
C 2.1 4.0 -0.8
N -2.7 -0.5 4.9
N 2.1 -0.5 -2.2
Si -0.3 0.2 -0.7
H 2.3 1.8 -0.9
H -1.3 -1.1 -1.9
H -0.4 -0.6 -1.3
H -1.6 0.8 -0.6
H -1.1 -0.3 -0.5
H -0.1 -0.3 0.6
H -0.5 -1.6 0.3
H 0.6 0.2 -0.5
H 0.2 -0.4 0.6
H -0.3 1.0 -1.6

Results
HOMO level, eV: -8.38
Largest force on an atom, eV Å⁻¹: 5.6

Entry from OMol25: a 2-piece molecular cluster, C3H5FO overall in a non-equilibrium geometry (wB97M-V/def2-TZVPD).

Last column: Löwdin charge in e.
Positions of all 10 atoms, in Å:
C  -0.374  -0.168  -1.168  -0.11
C  0.754  0.057  -0.621  0.01
C  0.357  -0.085  1.721  -0.30
O  -0.914  0.383  1.889  -0.01
F  1.274  0.712  2.287  -0.01
H  -0.584  -0.088  -2.171  0.02
H  -1.225  -0.411  -0.591  0.03
H  1.779  0.227  -0.950  0.04
H  0.618  -1.154  2.139  0.15
H  -0.689  1.315  2.277  0.17

Atomic forces in eV per Å
C -1.0 -0.1 0.4
C 1.7 -0.3 4.6
C 1.2 -2.3 -2.5
O 1.8 2.0 1.3
F 0.2 0.8 0.3
H -0.1 0.1 -2.5
H -0.9 -0.1 0.8
H -0.5 0.1 0.1
H -1.2 1.8 -1.2
H -1.2 -2.0 -1.1

Results
HOMO level, eV: -8.32
Largest force on an atom, eV Å⁻¹: 4.9

Entry from OMol25: an isolated molecule of C3H3FN2 in a non-equilibrium geometry (wB97M-V/def2-TZVPD).

Last column: Löwdin charge in e.
Positions of all 9 atoms, in Å:
F  1.203  -1.076  -1.825  -0.06
N  0.617  0.021  -1.178  -0.08
C  1.016  -0.024  0.556  0.10
C  -0.214  0.198  1.002  -0.14
C  -1.167  0.263  -0.036  -0.18
N  -0.697  0.068  -1.204  0.02
H  2.072  -0.238  0.768  0.10
H  -0.608  0.328  2.037  0.12
H  -2.220  0.461  -0.120  0.11

Atomic forces in eV per Å
F -0.7 0.4 -0.2
N 2.4 0.1 4.6
C -0.8 -0.5 -4.3
C 0.2 0.4 3.0
C -1.1 0.3 -1.6
N 0.3 -1.2 -2.1
H -0.9 0.4 0.2
H 0.9 -0.1 -0.8
H -0.3 0.2 1.2

Results
HOMO level, eV: -9.40
Largest force on an atom, eV Å⁻¹: 5.2

Entry from OMol25: C6H8Cl14 as an isolated structure in a non-equilibrium geometry (wB97M-V/def2-TZVPD).

Last column: Löwdin charge in e.
Positions of all 28 atoms, in Å:
Cl  -0.734  0.638  -0.361  0.51
C  -0.569  -0.765  0.748  -0.61
C  -1.947  -1.091  1.467  -0.61
Cl  -2.257  0.039  2.785  0.59
H  0.116  -0.499  1.553  -0.06
H  -0.111  -1.612  0.236  -0.03
H  -1.970  -2.099  1.880  0.08
H  -2.745  -0.958  0.737  0.01
C  -1.211  3.116  1.798  -1.45
Cl  -1.122  4.789  1.396  0.60
Cl  -1.084  2.828  3.551  0.51
Cl  0.035  2.125  0.973  0.50
H  -2.121  2.715  1.351  0.01
C  2.517  -1.559  -0.142  -1.40
Cl  3.930  -2.646  -0.048  0.53
Cl  2.017  -0.916  1.460  0.60
Cl  1.243  -2.533  -1.017  0.41
H  2.815  -0.690  -0.729  -0.11
C  1.342  1.547  -1.020  -1.47
Cl  2.539  1.431  0.305  0.56
Cl  1.351  -0.057  -1.756  0.67
Cl  1.658  2.809  -2.278  0.55
H  0.381  1.863  -0.615  -0.24
C  -0.671  -1.612  -2.407  -1.44
Cl  -0.840  -1.479  -4.213  0.53
Cl  -0.470  -3.324  -1.927  0.52
Cl  -2.240  -1.036  -1.738  0.55
H  0.146  -1.025  -1.986  -0.27

Atomic forces in eV per Å
Cl -7.0 -8.5 -2.0
C -2.9 0.0 1.9
C 0.8 0.1 -1.6
Cl -0.1 0.0 0.1
H -1.2 0.5 -0.6
H -0.8 0.4 0.1
H 0.2 0.1 -0.1
H 0.0 -0.3 0.3
C 0.5 -1.1 0.2
Cl 0.1 0.7 -0.2
Cl -0.2 0.5 -0.3
Cl 0.6 8.5 9.8
H -0.2 0.1 0.7
C 1.8 -1.4 0.9
Cl 0.1 0.3 0.4
Cl 2.3 -2.8 0.6
Cl 7.1 0.6 4.4
H 0.7 -1.0 0.9
C 3.7 1.6 -2.6
Cl 1.1 2.3 -1.8
Cl 2.6 5.6 -2.6
Cl 0.4 -0.4 0.5
H 2.6 0.7 -2.2
C -4.1 -1.3 -1.9
Cl 0.7 0.0 1.2
Cl -5.5 -2.3 -3.5
Cl -0.9 -1.7 -1.7
H -2.3 -1.2 -0.8

Results
HOMO level, eV: -8.02
Largest force on an atom, eV Å⁻¹: 12.9

Entry from OMol25: a 5-piece molecular cluster, C19H38ClN4O10S5 overall (wB97M-V/def2-TZVPD).

Last column: Löwdin charge in e.
Positions of all 77 atoms, in Å:
C  -5.167  3.980  7.053  -0.12
S  -5.191  2.725  5.843  0.64
O  -6.063  3.077  4.779  -0.24
O  -5.239  1.431  6.448  -0.28
C  -3.529  2.864  5.164  -0.33
N  -3.194  3.688  4.209  0.24
C  -1.886  3.496  3.985  -0.38
N  -1.066  4.114  3.129  0.18
N  -1.459  2.519  4.825  -0.43
Cl  0.065  1.870  4.923  0.91
N  -2.496  2.142  5.595  0.14
H  -4.361  3.768  7.745  0.08
H  -6.135  3.973  7.538  0.09
H  -4.974  4.913  6.535  0.09
H  -0.381  4.764  3.471  0.13
H  -1.110  3.966  2.108  0.09
H  -2.471  1.429  6.310  0.19
C  0.817  -0.214  -0.233  -0.21
C  0.570  -0.045  1.275  -0.21
C  0.805  1.425  1.618  -0.24
S  0.424  2.352  0.125  0.69
O  1.611  3.022  -0.331  -0.30
O  -0.798  3.121  0.330  -0.36
C  0.076  0.939  -0.904  -0.21
H  0.464  -1.172  -0.597  0.11
H  1.880  -0.146  -0.452  0.10
H  -0.459  -0.284  1.529  0.07
H  1.212  -0.700  1.861  0.12
H  0.144  1.747  2.412  0.01
H  1.841  1.640  1.876  0.11
H  0.404  1.147  -1.920  0.11
H  -1.003  0.785  -0.879  0.11
C  3.758  -3.329  -4.650  -0.22
C  4.794  -3.677  -3.573  -0.20
C  4.585  -2.688  -2.415  -0.21
S  2.846  -2.232  -2.462  0.67
O  2.728  -0.823  -2.766  -0.33
O  2.169  -2.787  -1.313  -0.33
C  2.430  -3.170  -3.921  -0.22
H  3.687  -4.093  -5.421  0.12
H  4.031  -2.390  -5.126  0.08
H  4.639  -4.699  -3.222  0.12
H  5.811  -3.612  -3.956  0.12
H  4.797  -3.124  -1.443  0.10
H  5.161  -1.775  -2.549  0.11
H  1.680  -2.624  -4.490  0.10
H  2.031  -4.129  -3.593  0.11
C  -3.903  -3.560  4.036  -0.21
C  -3.300  -3.006  5.334  -0.20
C  -1.935  -2.398  4.979  -0.21
S  -2.058  -1.875  3.260  0.67
O  -1.142  -2.647  2.468  -0.29
O  -2.046  -0.422  3.207  -0.37
C  -3.723  -2.466  2.987  -0.22
H  -4.953  -3.820  4.156  0.12
H  -3.367  -4.459  3.730  0.12
H  -3.956  -2.234  5.740  0.11
H  -3.195  -3.778  6.093  0.12
H  -1.687  -1.534  5.589  0.09
H  -1.133  -3.131  5.034  0.11
H  -3.806  -2.816  1.961  0.11
H  -4.401  -1.630  3.157  0.11
C  1.926  1.603  -8.185  -0.22
C  1.543  2.037  -6.761  -0.21
C  1.915  0.887  -5.815  -0.22
S  3.292  0.031  -6.596  0.66
O  2.865  -1.303  -6.948  -0.32
O  4.495  0.229  -5.830  -0.32
C  3.335  1.028  -8.081  -0.23
H  1.889  2.435  -8.886  0.12
H  1.236  0.835  -8.538  0.12
H  2.103  2.933  -6.490  0.12
H  0.484  2.277  -6.684  0.11
H  2.240  1.226  -4.835  0.10
H  1.106  0.167  -5.708  0.10
H  3.621  0.398  -8.920  0.11
H  4.078  1.809  -7.926  0.11

Atomic forces in eV per Å
C 0.4 0.1 -0.1
S -0.6 -0.3 -0.3
O 0.0 0.1 -0.1
O 0.4 -0.2 0.3
C -0.1 -0.1 0.1
N 0.0 0.3 -0.4
C -0.2 -0.1 0.1
N 0.3 0.1 -0.7
N 0.2 0.1 0.0
Cl 0.1 -0.2 0.5
N -0.2 0.0 0.0
H 0.0 -0.1 0.3
H -0.2 0.0 0.1
H -0.2 0.2 0.0
H 0.2 -0.1 0.1
H -0.2 0.0 0.3
H 0.2 -0.2 0.0
C -0.1 0.3 0.3
C 0.0 0.0 -0.3
C 0.1 -0.2 0.1
S -0.1 -0.2 0.0
O 0.0 0.2 0.0
O 0.1 0.1 0.3
C -0.1 -0.2 -0.1
H 0.0 -0.1 0.0
H 0.0 0.0 -0.1
H 0.0 -0.1 -0.2
H 0.0 0.0 0.0
H 0.0 0.2 -0.2
H 0.0 0.1 -0.1
H 0.0 0.1 0.0
H 0.0 0.1 0.0
C 0.1 0.0 0.2
C -0.1 0.0 0.0
C 0.2 -0.1 -0.1
S 0.2 -0.4 -0.2
O -0.1 0.1 0.1
O -0.1 0.2 0.1
C 0.0 -0.1 -0.2
H 0.0 0.0 0.0
H 0.0 0.0 -0.1
H 0.0 0.0 0.0
H 0.0 0.0 0.0
H -0.1 0.1 0.1
H -0.1 0.1 0.0
H 0.0 0.0 0.0
H 0.0 0.0 0.1
C 0.1 0.0 0.0
C 0.0 0.0 -0.1
C -0.2 -0.1 0.2
S -0.4 0.0 0.3
O 0.1 0.2 -0.1
O 0.1 0.1 0.1
C -0.1 -0.1 0.0
H 0.0 0.0 0.0
H 0.0 0.0 0.0
H 0.0 0.0 0.0
H 0.0 0.0 0.0
H 0.1 0.0 0.0
H 0.0 0.0 -0.1
H 0.1 0.1 0.0
H 0.0 0.0 0.0
C 0.0 0.0 0.1
C 0.1 -0.1 0.0
C -0.1 0.3 0.0
S -0.1 0.3 0.0
O 0.0 -0.1 0.0
O 0.1 -0.2 0.0
C -0.1 0.1 -0.1
H 0.0 0.0 0.0
H 0.0 0.0 0.0
H 0.0 0.0 0.0
H 0.0 0.0 0.0
H 0.0 -0.1 0.0
H 0.0 -0.1 0.0
H 0.1 -0.1 0.1
H 0.0 0.0 0.0

Results
HOMO level, eV: -11.72
Charge: +1
Largest force on an atom, eV Å⁻¹: 0.8

Entry from OMol25: an isolated molecule of C2H3Cl2PS in a non-equilibrium geometry (wB97M-V/def2-TZVPD).

Last column: Löwdin charge in e.
Positions of all 9 atoms, in Å:
C  -0.077  -0.394  -0.894  -0.43
C  -0.300  0.455  0.158  -0.35
P  -0.629  0.438  2.289  0.06
S  0.137  -0.094  -2.909  0.66
Cl  0.492  -1.043  2.975  0.12
Cl  0.590  2.001  2.651  0.10
H  0.164  -1.374  -3.299  -0.18
H  0.342  -1.397  -0.842  0.01
H  -0.720  1.408  -0.128  0.01

Atomic forces in eV per Å
C 0.3 0.1 3.2
C -0.6 -1.4 -0.6
P -0.5 0.3 -2.5
S 0.1 0.9 -1.5
Cl 0.7 -1.2 0.3
Cl 0.4 0.9 0.2
H 0.1 -0.1 0.2
H -0.4 -0.1 0.5
H -0.1 0.6 0.2

Results
HOMO level (spin up / spin down), eV: -5.45 / -9.30
Multiplicity: 3
Largest force on an atom, eV Å⁻¹: 3.2